120
Properties=species:S:1:pos:R:3:mulliken_spin:R:1 method="wB97M-V/def2-TZVPD" charge=+2 spin_multiplicity=5 homo_ev="-11.1 / -13.3" total_energy_ev=-101425.355 gap_ev="6.55 / 5.96"
Rh -0.085 0.123 -0.158 2.016
C -1.859 1.460 3.060 0.108
Si -0.538 0.477 2.160 0.074
C -0.865 -1.321 2.705 0.369
C -0.444 -1.788 3.943 -0.108
C -0.647 -3.107 4.320 0.161
C -1.305 -4.004 3.459 0.022
C -1.746 -3.586 2.233 0.049
C -1.523 -2.251 1.801 -0.020
P -2.421 -1.526 0.337 0.188
C -4.169 -1.870 0.932 0.046
C -5.278 -1.397 -0.009 0.001
C -5.259 0.125 -0.170 0.012
C -4.978 0.816 1.178 -0.022
C -5.347 -0.079 2.356 0.003
C -4.454 -1.328 2.361 0.020
C -2.423 -2.579 -1.196 0.030
C -1.437 -2.118 -2.298 -0.067
C -0.899 -3.289 -3.122 0.008
C -0.211 -4.309 -2.220 0.007
C -1.147 -4.834 -1.110 0.000
C -2.496 -4.112 -1.085 0.001
C 1.120 1.302 2.587 0.067
C 1.142 2.017 3.792 0.019
C 2.154 2.910 4.108 0.001
C 3.163 3.145 3.190 0.014
C 3.179 2.442 1.995 -0.005
C 2.196 1.503 1.677 0.018
P 2.394 0.494 0.137 0.002
C 2.915 1.661 -1.237 0.007
C 2.411 1.120 -2.592 0.029
C 3.302 0.018 -3.160 0.017
C 4.716 0.545 -3.382 0.001
C 5.296 1.110 -2.089 0.002
C 4.365 2.143 -1.450 0.003
C 3.811 -0.638 0.577 0.024
C 5.030 0.072 1.188 0.013
C 6.255 -0.861 1.164 0.004
C 5.858 -2.330 1.345 -0.001
C 4.622 -2.418 2.228 0.005
C 3.404 -1.774 1.537 0.046
H -1.834 1.219 4.127 0.004
H -2.854 1.199 2.702 -0.058
H -1.720 2.538 2.961 0.005
H 0.069 -1.119 4.624 0.007
H -0.305 -3.450 5.287 -0.002
H -1.471 -5.026 3.773 0.001
H -2.265 -4.281 1.591 -0.003
H -4.188 -2.963 0.981 -0.017
H -6.226 -1.695 0.445 0.000
H -5.256 -1.897 -0.977 -0.002
H -6.212 0.460 -0.584 -0.001
H -4.484 0.399 -0.900 0.000
H -5.492 1.778 1.238 0.000
H -3.907 1.006 1.272 0.031
H -6.400 -0.360 2.297 0.001
H -5.229 0.460 3.297 0.000
H -4.938 -2.114 2.942 0.005
H -3.522 -1.101 2.886 -0.001
H -3.417 -2.265 -1.533 -0.003
H -0.576 -1.586 -1.876 0.096
H -1.943 -1.407 -2.957 -0.019
H -0.195 -2.914 -3.867 -0.002
H -1.717 -3.755 -3.679 0.000
H 0.661 -3.831 -1.771 0.007
H 0.168 -5.137 -2.819 0.000
H -0.652 -4.761 -0.139 -0.003
H -1.352 -5.893 -1.268 0.000
H -3.079 -4.414 -0.214 0.000
H -3.084 -4.460 -1.939 0.001
H 0.336 1.887 4.504 0.003
H 2.141 3.432 5.056 0.001
H 3.946 3.860 3.406 0.000
H 3.988 2.627 1.304 -0.003
H 2.321 2.541 -0.965 0.006
H 2.413 1.954 -3.305 -0.008
H 1.381 0.758 -2.506 0.029
H 2.881 -0.353 -4.095 0.001
H 3.319 -0.833 -2.469 0.003
H 4.681 1.336 -4.138 0.000
H 5.363 -0.239 -3.777 0.000
H 6.260 1.582 -2.283 -0.001
H 5.492 0.291 -1.398 0.000
H 4.292 2.994 -2.138 -0.001
H 4.804 2.549 -0.539 0.000
H 4.099 -1.072 -0.385 0.001
H 4.785 0.339 2.218 0.001
H 5.281 0.997 0.678 -0.005
H 6.929 -0.561 1.967 0.000
H 6.807 -0.729 0.231 0.001
H 6.686 -2.891 1.779 0.000
H 5.647 -2.796 0.378 0.000
H 4.825 -1.926 3.183 0.000
H 4.384 -3.456 2.461 0.000
H 2.714 -1.387 2.294 0.001
H 2.869 -2.541 0.983 -0.007
Cl 0.455 -2.282 0.526 0.524
C -3.543 3.319 -2.684 0.002
N -3.005 3.783 -1.318 0.006
C -1.971 4.893 -1.562 -0.003
N -0.948 4.435 -2.429 0.003
C -1.516 4.002 -3.705 0.005
N -2.480 2.915 -3.532 0.014
C -1.840 1.668 -3.103 0.033
P -0.992 1.840 -1.464 0.156
C -2.392 2.639 -0.564 0.115
C -0.081 3.416 -1.829 -0.007
H -4.076 4.173 -3.102 0.001
H -4.236 2.502 -2.485 -0.001
H -3.782 4.163 -0.774 0.001
H -1.581 5.182 -0.586 -0.001
H -2.517 5.724 -2.009 0.000
H -0.716 3.668 -4.362 -0.001
H -2.020 4.849 -4.172 0.000
H -1.103 1.368 -3.849 -0.004
H -2.581 0.867 -3.043 -0.004
H -2.026 3.011 0.395 -0.052
H -3.168 1.901 -0.372 -0.009
H 0.743 3.210 -2.511 0.004
H 0.350 3.799 -0.901 -0.011